Arrangement 1

Entry from the OMol25 dataset: a single C3H9N2PS molecule (the ωB97M-V functional and the def2-TZVPD basis).

```
16
Properties=species:S:1:pos:R:3:nbo_charge:R:1
S 0.95636 3.26601 -1.03832 -0.54
P 0.19277 2.91262 0.69893 0.89
N 0.32097 1.27931 0.99233 -0.66
N 1.28032 0.22583 0.00019 -0.42
C 0.51882 -0.71596 -0.70646 -0.24
C -0.09547 0.56216 2.12582 -0.44
C -0.49116 -0.15626 -1.65912 -0.63
H -0.19409 0.38884 -2.48134 0.22
H -1.13012 0.03569 2.21853 0.19
H 0.53694 -0.27583 2.17895 0.23
H -1.12161 0.45275 -1.07025 0.21
H 1.73166 0.89283 -0.63114 0.38
H -1.05651 -0.90782 -2.13194 0.21
H -0.04661 1.21146 2.98715 0.21
H -0.04728 -1.46520 0.03317 0.18
H 1.19032 -1.34598 -1.23517 0.22
```

Summary:
**Multiplicity**: 1
**HOMO**: -0.3279 Eh
**Orbital gap**: 8.6164 eV

=====

Arrangement 2

Entry from the OMol25 dataset: a 2-piece molecular cluster, C3H9N2PS overall (the ωB97M-V functional and the def2-TZVPD basis).

```
16
Properties=species:S:1:pos:R:3:nbo_charge:R:1
S 2.87638 -1.10682 0.34414 -0.42
P 1.43522 0.01074 -0.18935 1.29
N 0.13782 2.04187 1.46224 -1.01
N -0.05810 -0.81834 -0.32356 -0.78
C -2.28416 -1.54536 0.36727 -0.66
C 1.48499 0.76923 -1.87204 -0.97
C -0.92517 -0.83679 0.54624 0.24
H 0.40071 1.50480 2.33366 0.33
H -2.35898 -2.32207 1.23171 0.23
H 0.73959 2.77203 1.22895 0.33
H 1.52229 1.86471 -1.89247 0.26
H -3.02896 -0.82922 0.53556 0.24
H 0.62946 0.29237 -2.24238 0.26
H -0.77587 -0.18865 1.50145 0.18
H 2.38225 0.46781 -2.51821 0.26
H -2.17746 -2.07631 -0.51323 0.23
```

Summary:
**Multiplicity**: 1
**HOMO (spin up / spin down)**: -0.3013 / -0.3013 Eh
**Orbital gap (spin up / spin down)**: 6.7115 / 6.7101 eV

=====

Referenced to the most stable arrangement, the calculated values in kcal/mol are arrangement 1 0.0; arrangement 2 27.7.

=====

Arrangement 1

Entry from the OMol25 dataset: a single C14H21NO4 molecule (the ωB97M-V functional and the def2-TZVPD basis).

```
40
Properties=species:S:1:pos:R:3:nbo_charge:R:1
O 0.80294 -0.66384 -1.20227 -0.51
O -5.31585 -0.61325 0.38638 -0.52
O -4.28563 2.07084 0.07091 -0.49
O 0.49217 1.55862 -1.10333 -0.60
N 5.43459 0.21771 0.37966 -0.43
C -3.56026 0.93273 -0.09464 0.24
C -3.10334 -1.43610 -0.16680 -0.32
C -4.00796 -0.39883 0.04475 0.31
C 5.53669 -0.84237 1.35780 -0.41
C 5.24135 1.50774 1.00526 -0.41
C -5.67173 2.04340 0.32790 -0.24
C -2.23103 1.15396 -0.43097 -0.18
C 3.02644 -0.19280 -0.31188 -0.46
C -1.33746 0.10955 -0.63747 -0.18
C 0.05965 0.43630 -0.99593 0.79
C 2.17023 -0.45568 -1.54575 -0.07
C -1.78567 -1.19836 -0.50378 -0.17
C 4.50947 -0.05948 -0.69805 -0.21
C -5.78095 -1.93393 0.51868 -0.25
H 4.83725 -0.98765 -1.17728 0.19
H 4.65499 -0.92374 2.01126 0.16
H 4.61148 0.74794 -1.42912 0.19
H 2.89264 -1.01631 0.39247 0.20
H -5.69211 -2.49006 -0.41980 0.18
H -5.97126 3.09094 0.36041 0.19
H 2.68093 0.72869 0.15914 0.22
H 4.34592 1.55658 1.64218 0.16
H 5.16434 2.27232 0.23469 0.20
H -1.10908 -2.02202 -0.66119 0.23
H -3.43182 -2.45782 -0.06484 0.22
H 5.68254 -1.79166 0.84497 0.20
H -5.89876 1.57124 1.28581 0.18
H -6.22131 1.53395 -0.46638 0.18
H -1.89132 2.17228 -0.53432 0.25
H -5.25435 -2.47033 1.31424 0.18
H -6.83354 -1.84286 0.78350 0.20
H 2.48185 -1.37304 -2.05083 0.19
H 6.40673 -0.65147 1.98641 0.20
H 6.11118 1.72578 1.62538 0.20
H 2.24004 0.39105 -2.23717 0.20
```

Summary:
**Multiplicity**: 1
**HOMO**: -0.3029 Eh
**Orbital gap**: 8.9624 eV

=====

Arrangement 2

Entry from the OMol25 dataset: a single C14H21NO4 molecule (the ωB97M-V functional and the def2-TZVPD basis).

```
40
Properties=species:S:1:pos:R:3:nbo_charge:R:1
O -2.44935 1.78704 1.26007 -0.72
O -2.52660 -0.30496 -0.61937 -0.52
O 1.80710 -2.47163 -3.28783 -0.51
O 2.45384 2.48817 2.11140 -0.53
N 0.17617 0.80405 2.68049 -0.44
C 0.14102 2.25042 2.85152 -0.26
C 0.74187 -1.89051 -2.66608 0.35
C 1.13757 2.97634 1.93941 -0.09
C 1.54995 0.34392 2.80698 -0.24
C 2.51420 1.09693 1.88147 -0.09
C -0.86229 -2.09517 -0.87191 -0.28
C -2.78593 -0.53384 0.75169 -0.08
C 0.21235 -2.58827 -1.58178 -0.25
C -2.03036 0.49119 1.61977 0.06
C -0.50413 0.31444 1.49670 -0.25
C -1.43379 -0.87641 -1.22488 0.27
C 2.37053 -1.82030 -4.39989 -0.25
C -0.91271 -0.18618 -2.31409 -0.24
C 0.15990 -0.68231 -3.03213 -0.30
H 2.77280 -0.83811 -4.13075 0.17
H -0.86928 2.60771 2.65955 0.23
H 1.64350 -1.70615 -5.21055 0.17
H 3.18421 -2.46151 -4.73502 0.20
H 0.40122 2.45539 3.89436 0.20
H 1.59517 -0.72763 2.60400 0.20
H 0.66097 -3.53071 -1.31091 0.22
H 2.27282 0.87846 0.82841 0.16
H -1.25058 -2.67755 -0.05065 0.22
H 3.54720 0.80257 2.07502 0.19
H -2.31259 0.35711 2.66862 0.20
H 1.17638 4.03907 2.18273 0.20
H -1.36848 0.74942 -2.59999 0.22
H -0.28004 -0.75213 1.42208 0.20
H -2.55258 -1.55380 1.06322 0.18
H 1.85192 0.51952 3.84424 0.20
H -0.17055 0.79521 0.56210 0.18
H 0.53153 -0.11355 -3.86946 0.22
H -2.46194 1.82503 0.29377 0.47
H 0.83774 2.86572 0.88546 0.16
H -3.86091 -0.36603 0.86775 0.20
```

Summary:
**Multiplicity**: 1
**HOMO**: -0.2958 Eh
**Orbital gap**: 8.7557 eV

=====

Referenced to the most stable arrangement, the calculated values in kcal/mol are arrangement 1 0.0; arrangement 2 13.4.

=====

Arrangement 1

Entry from the OMol25 dataset: a 2-piece molecular cluster, C3H9S overall (the ωB97M-V functional and the def2-TZVPD basis).

```
13
Properties=species:S:1:pos:R:3:mulliken_spin:R:1
S -2.31931 1.20972 -2.95255 1.03
C 1.75058 -0.00176 2.91861 0.00
C 0.84494 -0.76245 1.94771 0.00
C 1.76445 -1.40642 0.84772 0.00
H 0.13458 -0.17765 1.44605 0.00
H 2.54376 0.65887 2.58965 0.00
H 2.41077 -0.83538 3.25769 0.00
H 1.55214 -1.21319 -0.23032 0.00
H 1.64019 -2.57545 0.74363 0.00
H 1.21350 0.25466 3.79017 0.00
H -1.64665 0.26670 -2.16079 -0.03
H 0.29931 -1.47238 2.52392 0.00
H 2.80145 -1.23800 0.99647 0.00
```

Summary:
**Multiplicity**: 2
**Expectation value of S²**: 0.75
**HOMO (spin up / spin down)**: -0.3736 / -0.3566 Eh
**Orbital gap (spin up / spin down)**: 10.9275 / 7.1917 eV

=====

Arrangement 2

Entry from the OMol25 dataset: a 2-piece molecular cluster, C3H9S overall (the ωB97M-V functional and the def2-TZVPD basis).

```
13
Properties=species:S:1:pos:R:3:mulliken_spin:R:1
S 2.47817 -1.90511 -2.32218 0.99
C -1.17246 -0.08546 1.53424 0.00
C -0.70359 0.93412 0.45213 0.00
C 1.39726 -0.71876 -1.44930 -0.05
H -0.64740 -1.03719 1.41189 0.00
H 0.36606 1.13588 0.39503 0.00
H -1.02270 0.28982 2.60099 0.00
H -1.11289 2.05417 0.53460 0.00
H 0.36994 -1.14277 -1.26536 -0.01
H -2.25174 -0.14994 1.30397 0.00
H 1.27712 0.31042 -1.99748 0.03
H 1.96224 -0.44873 -0.58660 0.04
H -0.94002 0.76354 -0.61192 0.00
```

Summary:
**Multiplicity**: 2
**Expectation value of S²**: 0.75
**HOMO (spin up / spin down)**: -0.3424 / -0.3273 Eh
**Orbital gap (spin up / spin down)**: 10.2629 / 7.0478 eV

=====

Referenced to the most stable arrangement, the calculated values in kcal/mol are arrangement 1 5.8; arrangement 2 0.0.

=====

Arrangement 1

Entry from the OMol25 dataset: C2H2FN3S as an isolated structure (the ωB97M-V functional and the def2-TZVPD basis).

```
9
Properties=species:S:1:pos:R:3:nbo_charge:R:1
S -0.72316 -0.99718 2.20453 -0.05
F 0.10665 -1.51518 -1.98210 -0.26
N 0.32706 1.04474 0.41242 -0.21
N 1.13055 0.52349 -1.56335 -0.34
N 1.11185 1.38585 -0.48586 0.03
C 0.36768 -0.44382 -1.29242 0.62
C -0.29387 -0.17303 0.13173 -0.20
H -0.65676 0.29490 2.57214 0.15
H -1.37000 -0.11975 0.00291 0.27
```

Summary:
**Multiplicity**: 1
**HOMO**: -0.3803 Eh
**Orbital gap**: 8.1876 eV

=====

Arrangement 2

Entry from the OMol25 dataset: a 2-piece molecular cluster, C2H2FN3S overall (the ωB97M-V functional and the def2-TZVPD basis).

```
9
Properties=species:S:1:pos:R:3:nbo_charge:R:1
S 0.32805 -1.21013 -2.79505 0.02
F -2.59031 0.74974 -0.68594 -0.27
N 2.00442 -0.28154 -0.83419 -0.67
N -0.36983 0.27148 2.03595 -0.44
N -1.21964 0.44954 1.19300 -0.09
C 1.28885 -0.82843 -1.64742 0.21
C -1.75512 1.02197 0.28247 0.46
H 2.98754 -0.16196 -0.58407 0.44
H -0.67395 -0.01068 3.03525 0.35
```

Summary:
**Multiplicity**: 1
**HOMO (spin up / spin down)**: -0.3275 / -0.3275 Eh
**Orbital gap (spin up / spin down)**: 8.8411 / 8.8431 eV

=====

Referenced to the most stable arrangement, the calculated values in kcal/mol are arrangement 1 0.0; arrangement 2 12.0.